Entry A
The following is a quantum chemistry calculation of a cluster of 8 separate species, C5H29N2O8 in total, from the OMol25 dataset.

XYZ file:
```
44
Properties=species:S:1:pos:R:3
N 0.368 0.933 -0.571
C -0.865 0.086 -0.367
C -0.485 -1.451 -0.235
N 0.622 -1.569 -1.280
C 0.111 -2.286 -2.465
C 1.815 -2.215 -0.698
C 3.064 -1.664 -1.496
O 3.074 -0.246 -1.454
H 0.831 1.148 0.272
H 0.112 1.719 -1.169
H 1.061 0.359 -1.216
H -1.397 0.217 -1.314
H -1.439 0.292 0.599
H -0.084 -1.878 0.699
H -1.368 -2.165 -0.319
H -0.529 -1.648 -3.127
H 0.791 -3.040 -2.796
H -0.609 -3.027 -2.115
H 1.848 -3.266 -0.547
H 1.800 -2.027 0.367
H 3.836 -2.194 -0.967
H 2.942 -2.189 -2.498
H 3.923 -0.023 -1.033
H -4.222 1.125 -1.234
H -3.477 2.223 -0.308
O -3.385 1.388 -0.896
H 1.871 -0.875 2.390
H 0.563 -1.221 3.289
O 0.963 -0.671 2.650
H 3.488 2.436 0.696
H 2.208 1.995 1.413
O 2.826 1.754 0.661
H -2.089 -1.600 2.765
H -3.291 -1.886 1.821
O -2.486 -1.359 1.899
H -0.162 3.118 2.465
H 0.889 2.636 3.471
O 0.529 2.493 2.601
H -1.866 2.301 -1.812
H -1.361 3.762 -1.435
O -1.133 2.939 -1.858
H -3.461 2.626 1.964
H -2.908 0.962 1.700
O -2.919 1.987 1.486
```

For the gap between HOMO and LUMO, the calculation gives 9.226 eV. The calculation puts the highest occupied orbital energy at -11.75 eV. As for the net charge: +1.

=====

Entry B
The following is a quantum chemistry calculation of a cluster of 9 separate species, C5H29N2O8 in total, from the OMol25 dataset.

XYZ file:
```
44
Properties=species:S:1:pos:R:3
C -0.969 1.016 3.113
C -0.568 0.806 1.666
C -0.214 -0.653 1.352
C 1.078 -1.106 2.031
N 2.785 -1.590 -0.318
C 2.916 -0.501 0.469
N 2.239 -0.307 1.613
H -1.836 0.445 3.401
H -0.145 0.740 3.787
H -1.171 2.028 3.335
H -1.439 1.075 0.975
H 0.280 1.462 1.353
H -1.041 -1.356 1.679
H -0.115 -0.799 0.210
H 1.294 -2.177 1.817
H 0.958 -0.983 3.108
H 1.990 -2.246 -0.183
H 3.260 -1.639 -1.242
H 3.712 0.309 0.169
H 2.353 0.549 2.047
H -3.380 -0.052 -1.491
H -4.033 -1.400 -1.086
O -3.319 -0.994 -1.526
H 2.207 2.245 0.459
H 2.981 3.199 1.469
O 2.785 2.249 1.216
H -3.753 2.065 -0.498
H -4.272 1.964 -1.924
O -3.617 1.660 -1.365
H 1.273 -0.186 -3.061
H 0.372 -1.033 -2.078
O 1.284 -0.575 -2.174
H 1.331 0.877 -1.270
H 0.445 2.164 -1.370
O 1.309 1.838 -0.981
H -1.081 -2.608 -2.771
H -1.783 -1.598 -1.792
O -0.917 -2.073 -2.028
H -0.129 -2.911 -0.789
H 0.121 -4.178 0.142
O 0.441 -3.265 -0.071
H -0.952 3.137 -2.922
H -1.776 2.058 -2.058
O -0.906 2.344 -2.412
```

For the gap between HOMO and LUMO, the calculation gives 10.369 eV. The calculation puts the highest occupied orbital energy at -12.93 eV. As for the net charge: +1.

=====

Which one sits at the bottom of the stability order? entry A does.

=====

Entry A
The following is a quantum chemistry calculation of a cluster of 2 separate species, CH4O2S in total, from the OMol25 dataset.

XYZ file:
```
8
Properties=species:S:1:pos:R:3
C 0.244 1.914 0.526
O -0.856 -2.431 0.617
O -0.889 -1.344 -1.613
S -0.205 -1.557 -0.348
H 0.123 2.169 1.559
H 1.221 1.765 0.120
H -0.614 1.842 -0.108
H 0.976 -2.359 -0.751
```

For the gap between HOMO and LUMO (alpha / beta), the calculation gives 6.592 / 10.063 eV. The calculation puts the highest occupied orbital energy (alpha / beta) at -9.26 / -10.38 eV.

=====

Entry B
The following is a quantum chemistry calculation of the molecule CH4O2S, from the OMol25 dataset.

XYZ file:
```
8
Properties=species:S:1:pos:R:3
C 0.283 0.248 0.251
S -0.048 -0.001 -1.525
O -0.606 1.192 -2.072
O 1.096 -0.703 -2.074
H 1.109 0.885 0.180
H -0.464 0.590 0.881
H 0.394 -0.701 0.649
H -0.942 -1.074 -1.242
```

For the gap between HOMO and LUMO, the calculation gives 11.559 eV. The calculation puts the highest occupied orbital energy at -11.03 eV. The SMILES is C[SH](=O)=O.

=====

Which one sits at the bottom of the stability order? entry A does.

=====

Entry A
The following is a quantum chemistry calculation of the molecule C5H5Cl, from the OMol25 dataset.

XYZ file:
```
11
Properties=species:S:1:pos:R:3
C 2.524 0.052 0.002
C 1.075 -0.183 0.035
C -0.121 -0.220 0.094
C -1.507 -0.477 -0.035
C -2.499 0.472 -0.045
Cl -4.099 -0.108 0.034
H 3.178 -0.208 -0.876
H 2.947 -0.447 0.949
H 2.739 1.120 -0.019
H -1.775 -1.500 -0.223
H -2.463 1.499 0.084
```

For the gap between HOMO and LUMO, the calculation gives 9.360 eV. The calculation puts the highest occupied orbital energy at -8.67 eV. The SMILES is CC#C/C=C/Cl.

=====

Entry B
The following is a quantum chemistry calculation of the molecule C5H5Cl, from the OMol25 dataset.

XYZ file:
```
11
Properties=species:S:1:pos:R:3
C 2.263 1.262 -0.021
C 1.553 0.128 0.101
Cl 2.587 -1.368 0.026
C 0.179 0.082 0.222
C -0.985 -0.171 0.119
C -2.377 -0.668 -0.070
H 3.256 1.272 -0.217
H 1.758 2.256 -0.036
H -2.906 -0.755 0.846
H -3.036 -0.269 -0.717
H -2.291 -1.770 -0.252
```

For the gap between HOMO and LUMO, the calculation gives 9.871 eV. The calculation puts the highest occupied orbital energy at -9.07 eV. The SMILES is C=C(Cl)C#CC.

=====

Which one sits at the bottom of the stability order? entry B does.

=====

Entry A
The following is a quantum chemistry calculation of a cluster of 2 separate species, C2H4S3 in total, from the OMol25 dataset.

XYZ file:
```
9
Properties=species:S:1:pos:R:3
C -0.231 -0.313 -0.603
C 1.056 -0.258 -0.087
S -2.912 -0.315 0.486
S 1.758 1.332 0.429
S 1.937 -1.723 0.291
H -0.948 0.488 -0.732
H -0.434 -1.266 -1.114
H 2.886 1.089 1.111
H -3.111 0.965 0.220
```

For the gap between HOMO and LUMO (alpha / beta), the calculation gives 5.120 / 5.116 eV. The calculation puts the highest occupied orbital energy (alpha / beta) at -8.82 / -8.81 eV.

=====

Entry B
The following is a quantum chemistry calculation of a cluster of 2 separate species, C2H4S3 in total, from the OMol25 dataset.

XYZ file:
```
9
Properties=species:S:1:pos:R:3
C 0.339 0.173 -1.116
C 0.974 -0.704 -0.104
H -0.734 0.319 -1.063
H 0.749 0.175 -2.123
H 0.338 -1.163 0.648
H 1.823 -1.309 -0.412
S -3.257 0.700 2.419
S -1.543 0.754 1.625
S 1.311 1.055 0.124
```

For the gap between HOMO and LUMO, the calculation gives 5.747 eV. The calculation puts the highest occupied orbital energy at -8.11 eV.

=====

Entry C
The following is a quantum chemistry calculation of a cluster of 2 separate species, C2H4S3 in total, from the OMol25 dataset.

XYZ file:
```
9
Properties=species:S:1:pos:R:3
C -2.055 0.969 -0.126
C 0.669 0.677 0.071
S -3.033 2.129 -0.065
S -3.410 -1.859 -0.014
S -0.945 -0.242 0.058
H 1.509 -0.031 -0.219
H 1.078 0.862 1.128
H 0.836 1.575 -0.638
H -4.285 -1.339 1.008
```

For the gap between HOMO and LUMO (alpha / beta), the calculation gives 5.581 / 5.572 eV. The calculation puts the highest occupied orbital energy (alpha / beta) at -7.47 / -7.46 eV.

=====

Which one sits at the bottom of the stability order? entry A does.

=====

Entry A
The following is a quantum chemistry calculation of a cluster of 2 separate species, H2N2O3 in total, from the OMol25 dataset.

XYZ file:
```
7
Properties=species:S:1:pos:R:3
N -2.664 -0.655 0.982
N -2.704 0.020 0.108
O -2.814 0.774 -0.756
O -0.010 -0.455 -0.777
O -0.238 0.411 0.325
H -0.650 -0.062 -1.351
H 0.700 0.611 0.515
```

For the gap between HOMO and LUMO, the calculation gives 11.567 eV. The calculation puts the highest occupied orbital energy at -10.63 eV. The SMILES is N#[N+][O-].OO.

=====

Entry B
The following is a quantum chemistry calculation of a structure of composition H2N2O3, from the OMol25 dataset.

XYZ file:
```
7
Properties=species:S:1:pos:R:3
N -0.716 -0.229 -0.560
N 0.447 -0.028 0.388
O 0.218 1.221 -0.077
O -1.894 -0.106 0.024
O 1.611 -0.539 -0.158
H -1.795 -0.530 0.839
H 2.129 0.210 -0.457
```

For the gap between HOMO and LUMO (alpha / beta), the calculation gives 9.344 / 9.340 eV. The calculation puts the highest occupied orbital energy (alpha / beta) at -10.01 / -10.01 eV.

=====

Entry C
The following is a quantum chemistry calculation of a cluster of 2 separate species, H2N2O3 in total, from the OMol25 dataset.

XYZ file:
```
7
Properties=species:S:1:pos:R:3
N 2.357 -0.204 0.462
N 1.485 0.429 0.025
O -2.135 0.354 0.234
O -0.196 -0.693 -0.414
O -1.096 -0.648 0.524
H 2.201 -1.233 0.597
H -1.809 1.196 0.472
```

For the gap between HOMO and LUMO (alpha / beta), the calculation gives 10.309 / 8.245 eV. The calculation puts the highest occupied orbital energy (alpha / beta) at -10.33 / -8.78 eV.

=====

Which one sits at the bottom of the stability order? entry C does.

=====

Entry A
The following is a quantum chemistry calculation of the molecule C3H8S2, from the OMol25 dataset.

XYZ file:
```
13
Properties=species:S:1:pos:R:3
C 0.985 0.033 2.193
C 0.628 0.808 0.966
S -0.903 0.331 0.119
S -0.087 -1.071 -1.238
C -1.374 -0.628 -2.555
H 2.143 -0.015 2.129
H 0.525 -0.972 2.272
H 0.833 0.569 3.230
H 0.734 1.909 1.275
H 1.521 0.666 0.176
H -1.826 0.386 -2.389
H -1.082 -0.569 -3.646
H -2.098 -1.448 -2.532
```

For the gap between HOMO and LUMO, the calculation gives 8.694 eV. The calculation puts the highest occupied orbital energy at -8.19 eV. The SMILES is CCSSC.

=====

Entry B
The following is a quantum chemistry calculation of a cluster of 2 separate species, C3H8S2 in total, from the OMol25 dataset.

XYZ file:
```
13
Properties=species:S:1:pos:R:3
C -1.243 0.902 0.163
C -1.095 -0.564 -0.134
S -0.421 -1.443 1.212
S 1.411 0.802 -1.356
C 1.839 -0.271 -0.024
H -1.903 1.153 1.000
H -1.645 1.436 -0.700
H -0.289 1.306 0.475
H -2.028 -1.065 -0.362
H -0.427 -0.706 -1.024
H 1.295 0.009 0.893
H 1.576 -1.329 -0.200
H 2.929 -0.232 0.058
```

For the gap between HOMO and LUMO, the calculation gives 5.268 eV. The calculation puts the highest occupied orbital energy at -8.55 eV.

=====

Which one sits at the bottom of the stability order? entry B does.

=====

Entry A
The following is a quantum chemistry calculation of a cluster of 2 separate species, C3H8S2 in total, from the OMol25 dataset.

XYZ file:
```
13
Properties=species:S:1:pos:R:3
C -0.464 -1.271 1.927
C -1.125 -1.866 0.927
H 0.022 -1.805 2.777
H -0.602 -0.181 2.174
H -0.980 -2.918 0.909
H -1.791 -1.249 0.326
C 0.894 2.189 -0.988
S -0.450 1.368 -1.953
S 0.589 -0.477 -2.304
H 1.634 2.059 -1.754
H 0.690 3.310 -0.964
H 1.204 1.784 0.029
H 0.378 -0.942 -1.105
```

For the gap between HOMO and LUMO, the calculation gives 9.401 eV. The calculation puts the highest occupied orbital energy at -9.01 eV. The SMILES is C=C.CSS.

=====

Entry B
The following is a quantum chemistry calculation of a cluster of 2 separate species, C3H8S2 in total, from the OMol25 dataset.

XYZ file:
```
13
Properties=species:S:1:pos:R:3
C -2.798 0.166 -0.176
C -2.876 -0.564 0.932
H -2.128 0.031 -1.013
H -3.138 1.203 -0.186
H -2.347 -1.511 0.968
H -3.596 -0.359 1.711
C 1.988 -1.318 -0.479
S 0.593 -0.156 -0.807
S 1.125 1.111 0.619
H 1.659 -1.998 0.299
H 2.842 -0.657 -0.357
H 2.342 -1.948 -1.303
H -0.075 1.353 1.197
```

For the gap between HOMO and LUMO, the calculation gives 8.998 eV. The calculation puts the highest occupied orbital energy at -8.31 eV. The SMILES is C=C.CSS.

=====

Which one sits at the bottom of the stability order? entry B does.

=====

Entry A
The following is a quantum chemistry calculation of the molecule C3H8S2, from the OMol25 dataset.

XYZ file:
```
13
Properties=species:S:1:pos:R:3
S -2.517 -0.942 0.732
C -0.893 -0.277 1.103
C 0.004 -0.146 -0.117
C 1.404 0.436 0.176
S 2.310 0.772 -1.325
H -3.152 0.225 0.624
H -0.398 -0.963 1.792
H -1.056 0.729 1.531
H 0.244 -1.080 -0.602
H -0.593 0.554 -0.719
H 2.011 -0.252 0.738
H 1.337 1.364 0.675
H 1.838 2.064 -1.535
```

For the gap between HOMO and LUMO, the calculation gives 9.665 eV. The calculation puts the highest occupied orbital energy at -8.90 eV. The SMILES is SCCCS.

=====

Entry B
The following is a quantum chemistry calculation of the molecule C3H8S2, from the OMol25 dataset.

XYZ file:
```
13
Properties=species:S:1:pos:R:3
C 1.296 0.760 0.365
C 0.549 0.594 -0.969
S 0.472 -0.998 -1.706
S -0.869 -2.032 -0.554
C -1.536 -0.933 0.709
H 1.323 -0.239 0.891
H 2.380 1.102 0.081
H 0.814 1.585 1.013
H 1.169 1.269 -1.684
H -0.481 1.004 -0.989
H -1.256 -1.300 1.671
H -2.645 -0.932 0.524
H -1.216 0.121 0.648
```

For the gap between HOMO and LUMO, the calculation gives 8.455 eV. The calculation puts the highest occupied orbital energy at -7.63 eV. The SMILES is CCSSC.

=====

Which one sits at the bottom of the stability order? entry B does.